Below is a structure of composition C35H54N2O4S2SiTa in a non-equilibrium geometry, with properties calculated with wB97M-V/def2-TZVPD.

Its energy above the lowest of the compared OMol25 structures with the same formula, charge and spin is 0.0 kJ/mol. The value obtained for the frontier orbital gap is 0.213 Ha. The total energy is -79436.1471 eV. As for the LUMO energy: 1.333 eV.

The geometry in ORCA input format:
```
! RIJCOSX wB97M-V def2-TZVPD def2/J DEFGRID3
* xyz -1 1
C -3.15169 3.01813 1.91446
Si -3.00384 3.37585 0.04212
C -1.48893 4.53650 -0.12693
C -4.49186 4.46485 -0.47641
Ta -2.71330 1.19270 -1.48868
C -2.69567 -0.17842 0.36830
C -1.56562 0.06023 1.33433
O -2.05112 -0.23963 2.66740
C -2.61437 -0.65334 -2.84388
C -2.19565 -0.63067 -4.33996
C -2.20824 0.69027 -5.10950
C -1.57339 0.50327 -6.50444
O -0.38001 1.27648 -6.65651
C -0.46124 1.57212 -1.44789
C 0.42221 0.64577 -2.31337
C 0.72030 -0.77841 -1.78989
S 2.47606 -0.78779 -1.30067
C 2.73932 -2.05114 -0.04051
S 2.53667 -3.61054 -0.44707
N 3.24036 -1.64411 1.21409
C 3.71465 -0.27611 1.20204
C 2.93975 0.80613 1.58974
C 3.44841 2.09076 1.58620
C 4.76164 2.30373 1.17212
C 5.51701 1.22386 0.75487
C 5.01388 -0.06900 0.77131
C 2.47285 -1.98923 2.38608
C 1.30757 -2.73336 2.40856
C 0.69581 -3.03771 3.61505
C 1.19478 -2.59034 4.82568
C 2.35092 -1.82243 4.80685
C 2.98022 -1.54292 3.60927
C -5.03990 1.06305 -1.59711
O -5.76199 1.51098 -0.40918
C -6.30045 0.56112 0.37994
C -6.95142 -0.58226 -0.06651
C -7.48221 -1.50678 0.81816
C -7.38168 -1.31443 2.18611
C -6.76743 -0.15177 2.63547
C -6.23636 0.77220 1.75758
H -3.48559 2.00418 2.11257
H -3.74389 3.77126 2.43525
H -2.14452 3.08311 2.33670
H -1.67730 5.50333 0.34515
H -1.23166 4.70483 -1.17071
H -0.61676 4.09879 0.36435
H -4.73709 4.33219 -1.52603
H -4.26976 5.51515 -0.27689
H -5.34349 4.18242 0.13907
H -2.83766 2.41428 -2.89470
H -2.71466 -1.20949 0.00451
H -3.61254 -0.06441 0.95021
H -1.21608 1.09461 1.36087
H -0.70659 -0.59140 1.15402
H -1.43185 0.13591 3.29855
H -3.60326 -1.11739 -2.79344
H -1.96380 -1.36841 -2.33282
H -1.18930 -1.05158 -4.43212
H -2.82770 -1.33249 -4.89297
H -3.21601 1.08772 -5.18423
H -1.56826 1.40480 -4.59763
H -1.31328 -0.54413 -6.66549
H -2.25347 0.88544 -7.25939
H 0.16745 1.15017 -5.87771
H -0.33189 2.57629 -1.86216
H -0.00808 1.62613 -0.45310
H 1.41070 1.12336 -2.33748
H 0.11586 0.61148 -3.35530
H 0.62461 -1.44523 -2.64524
H 0.02501 -1.14871 -1.04291
H 1.91798 0.61852 1.89010
H 2.78995 2.88414 1.90420
H 5.15068 3.30976 1.18357
H 6.53002 1.39623 0.41685
H 5.59652 -0.91537 0.44383
H 0.86371 -3.08457 1.49327
H -0.20627 -3.62673 3.60391
H 0.71148 -2.80466 5.76536
H 2.78952 -1.43148 5.71211
H 3.89539 -0.97110 3.62065
H -5.35341 1.73847 -2.39660
H -5.33838 0.06812 -1.92593
H -7.02446 -0.77598 -1.12595
H -7.95966 -2.40472 0.45163
H -7.76851 -2.01806 2.90615
H -6.68905 0.01962 3.69961
H -5.77034 1.66267 2.14986
C 9.43854 -2.28724 1.83838
O 10.62107 -2.00330 1.83312
N 8.84660 -3.11802 0.95993
C 7.42861 -3.42115 1.01521
C 9.66159 -3.72776 -0.07580
H 8.73767 -1.87500 2.58420
H 7.28343 -4.49353 1.15732
H 6.95323 -3.11688 0.08046
H 6.95787 -2.89017 1.83993
H 10.45704 -4.32109 0.37658
H 10.12308 -2.95445 -0.69076
H 9.04091 -4.36608 -0.69935
*
```